A 2-piece molecular cluster, CH5FN3O overall, computed with wB97M-V/def2-TZVPD.

The geometry in XYZ format:
```
11
Properties=species:S:1:pos:R:3:forces:R:3:nbo_charge:R:1
C 0.81514 -0.20238 0.03033 -1.2 -2.5 -0.2 0.742
N 1.84419 0.31489 0.60201 3.9 -0.1 1.2 -0.748
N -0.15006 0.57451 -0.26267 -4.4 -2.2 -2.6 -0.530
N -2.15724 -0.30467 -0.38884 3.1 -0.8 0.6 0.095
O 0.78266 -1.50336 -0.20619 -1.1 -0.8 -0.9 -0.630
F -2.74585 0.42105 0.50394 -0.8 0.7 1.1 -0.130
H 1.64688 1.25896 0.99601 1.3 -1.2 -0.4 0.439
H 2.80271 -0.22150 0.57896 -2.5 1.8 0.4 0.473
H -0.38775 1.45485 0.04444 -0.2 2.3 1.0 0.403
H -2.39882 0.14181 -1.24875 -0.1 0.8 -1.4 0.335
H -0.05186 -1.93417 -0.64923 2.0 1.9 1.2 0.552
```
Positions in Å, forces in eV/Å.

Values from the calculation:
calculated total energy: -10341.084 eV
LUMO level (spin up / spin down): -7.088 / -6.236 eV
net charge: +1
relative energy (zero: lowest compared OMol25 entry of this formula, charge and spin): 452.9 kJ/mol